The following is a quantum chemistry calculation of C2H2ClFN2O4 in the gas phase, from OMol25.

Geometry as XYZ:
```
12
Properties=species:S:1:pos:R:3:forces:R:3:mulliken_charge:R:1
O 1.028060 -0.370977 0.148582 0.8 -0.5 0.5 -0.2512
C -0.374115 -0.286856 -0.043069 0.6 1.1 -1.1 -0.1779
N 1.882751 0.484235 -0.613890 -0.1 -0.6 0.5 0.7218
O 3.069609 -0.978882 1.430282 0.1 -0.2 0.3 -0.5285
Cl -0.867276 -1.077317 -1.567805 0.0 0.0 0.3 -0.1617
N 3.789133 -0.532459 0.568160 -0.2 0.0 0.1 0.9633
H -0.799734 -0.816426 0.804588 0.2 0.0 -0.1 0.3155
F 4.018782 1.054478 -1.146434 -0.7 -0.4 0.3 -0.1922
O 1.368129 1.259398 -1.381287 0.0 0.5 -0.4 -0.5985
C 3.188290 0.319538 -0.428423 -0.8 0.3 -0.3 0.2101
O 4.978895 -0.707067 0.463092 0.3 0.1 -0.2 -0.5558
H -0.686252 0.761322 -0.107373 0.0 -0.3 0.1 0.2551
```
Forces are in eV/Å.

Results
- SMILES = O=[N+]([O-])/C(F)=[N+](/[O-])OCCl
- E_HOMO (eV) = -10.3
- Kohn-Sham gap (eV) = 9.0
- largest force on an atom (eV/Å) = 1.65
- DFT total energy (eV) = -28508.755
- net charge = 0
- LUMO (eV) = -1.25



The following is a quantum chemistry calculation of 3 unconnected molecules or ions with the total composition C4H11NO2, from OMol25.

Geometry as XYZ:
```
18
Properties=species:S:1:pos:R:3:forces:R:3:mulliken_charge:R:1
O -0.930858 -2.402277 -4.792338 -5.0 0.6 -0.2 -1.5557
H 1.926166 -0.416690 -5.305183 2.2 0.5 -0.5 0.8294
H -0.544909 2.028360 0.797427 0.6 0.7 1.7 0.5856
O 1.228370 -0.625260 -4.711945 0.2 -0.3 1.4 -1.6363
H -1.470094 -1.885993 -4.115489 0.7 -0.8 -1.3 0.5548
H 1.663569 -0.507199 2.735009 -1.4 -0.5 -0.5 0.2059
N -0.120406 0.003263 1.848806 -3.5 2.4 0.1 -0.4795
C 0.798729 -0.769040 1.998927 5.4 0.2 2.2 -0.9853
H 1.147406 -1.475565 1.310079 -0.5 -1.6 -1.1 0.7279
H 0.419193 3.121777 2.114139 -1.6 -1.5 -0.8 0.2698
H 0.567170 -0.596923 -5.372849 -2.2 -0.1 -0.9 0.4877
H -0.659016 -0.011856 4.461970 0.1 -2.1 0.8 0.3661
H -0.680599 1.767784 4.596298 -0.4 1.5 1.5 0.3798
H -1.379521 2.802927 2.192839 0.1 0.3 -0.2 0.2339
H -0.114301 -2.351021 -4.417664 4.1 0.2 1.5 0.5947
C -0.432522 2.339236 1.897513 0.7 2.0 -0.5 -1.4220
C -0.480415 0.912455 4.051050 0.4 1.8 -3.0 -0.9089
C -0.287847 1.137659 2.735183 0.1 -3.2 -0.2 0.7521
```
Forces are in eV/Å.

Results
- E_HOMO (alpha / beta) (eV) = 1.2 / -6.6
- multiplicity = 2
- Kohn-Sham gap (alpha / beta) (eV) = 2.0 / 9.7
- largest force on an atom (eV/Å) = 5.79
- DFT total energy (eV) = -9907.722
- net charge = -1
- LUMO (alpha / beta) (eV) = 3.14 / 3.07



The following is a quantum chemistry calculation of a molecular structure, C19H40NOP3Yb, from OMol25.

Geometry as XYZ:
```
65
Properties=species:S:1:pos:R:3:forces:R:3:mulliken_charge:R:1
H 1.455625 -0.337669 -3.717272 -0.2 0.1 -0.2 0.5818
C 0.665628 0.387653 -3.919009 -0.6 0.1 0.2 -0.4455
C -3.546833 0.328973 -1.466663 0.5 -0.3 -0.3 -1.3356
C 0.344233 4.418064 1.845007 0.2 -0.3 -0.6 -0.5268
H -1.119471 2.771526 -2.220906 0.0 -0.2 -0.4 0.6012
P -2.979371 0.166337 0.270943 -1.6 0.8 -0.5 0.8756
H 2.028264 -1.976663 -1.777987 0.0 -0.2 0.0 0.2060
H 2.163116 -1.235846 3.425334 0.2 -0.1 -0.2 0.2586
H -2.291801 2.379317 1.029039 -0.4 0.1 0.0 0.1910
H 2.623255 -3.838508 0.564040 -0.2 -0.3 -0.1 0.3689
H -2.972628 1.099640 -1.995587 -0.1 -0.2 0.1 0.3188
N -0.338127 0.050484 2.531749 -0.1 0.1 2.0 -0.2575
C 4.184223 -0.280270 0.443935 -0.3 -0.1 -0.8 -1.4836
C 0.129076 0.562923 -5.195150 0.1 0.4 0.1 -0.7322
O 0.343564 0.700777 -1.558050 1.4 -1.4 1.2 -0.3505
H -3.787791 1.827541 1.846423 0.2 0.1 -0.3 0.4059
C -0.357502 0.080755 3.698883 -0.1 -0.2 -2.0 0.4018
C 1.147604 -2.632125 -1.853954 0.1 0.1 -0.2 -1.1795
C 0.111804 1.130656 -2.881703 -0.7 0.3 -1.7 1.0348
H 1.710505 -5.095719 -0.343203 -0.1 0.4 0.1 0.4700
C -0.837669 1.551563 -5.428611 -0.1 -0.1 0.0 -0.6743
C -4.428373 -0.685252 0.996833 0.5 -0.9 0.3 -1.2130
H -5.327557 -0.522721 0.387682 0.4 0.1 0.1 0.3958
H 2.027174 4.636884 0.552502 -0.5 0.0 0.0 0.3245
H 0.467230 0.602938 5.551101 -0.2 -0.1 -0.2 0.3394
H 0.494720 -0.069703 -5.997201 -0.1 0.2 0.0 0.4423
H -0.593517 -4.991090 -1.188597 -0.1 0.3 0.2 0.4348
H 3.838475 1.550450 2.292255 -0.3 -0.1 0.0 0.4703
C 2.764997 1.332117 2.208367 -0.4 0.4 -0.1 -0.9803
H 0.404956 -2.166646 -2.516067 0.1 -0.1 0.1 0.4737
H 4.247863 -1.164302 -0.207358 0.2 0.3 0.2 0.3525
H -4.611746 0.595794 -1.484834 0.3 -0.1 0.0 0.5045
H -1.316454 0.553696 5.497471 0.2 -0.1 -0.1 0.4043
H 1.020843 -0.047887 -1.556421 0.0 1.4 -1.3 0.0186
H 2.264307 2.174187 1.710930 0.2 -0.1 0.2 0.0560
H 2.337041 1.221277 3.214107 0.1 0.1 -0.3 0.3563
H -4.596109 -0.311570 2.014694 0.0 -0.2 -0.2 0.4085
H -0.385083 -0.972401 5.514145 0.0 0.3 -0.2 0.3482
H -1.996849 3.169897 -4.559074 0.3 -0.3 0.0 0.4415
C -3.261989 1.874938 0.881919 0.6 0.2 0.3 -1.1370
C -0.400269 0.063961 5.140982 0.1 0.1 0.5 -1.0337
C -1.282350 2.362283 -4.379282 0.3 0.1 0.2 -0.4283
H 4.958326 -0.337240 1.225188 -0.4 0.0 -0.3 0.4889
C -0.951263 -4.101728 -0.648276 -0.4 0.2 0.2 -1.2271
H -4.210870 -1.763742 1.029522 -0.4 0.3 0.1 0.3520
H 0.921072 4.333449 2.772971 -0.2 0.2 -0.4 0.3014
H -1.252107 1.698721 -6.435290 0.3 -0.1 0.5 0.4191
H 2.638773 -2.453249 2.213495 0.2 0.2 0.3 0.1878
H 1.254900 -4.689299 1.342218 0.2 0.1 -0.3 0.4351
P 0.453009 -3.017319 -0.204443 -0.3 -0.9 -0.8 0.8619
H -3.389890 -0.632519 -1.979944 -0.2 0.3 0.0 0.4185
H 3.875706 -1.351779 2.903864 -0.4 0.0 -0.1 0.4252
H 4.336801 0.624531 -0.162676 0.0 -0.3 0.1 0.4340
H -0.747312 4.373191 1.946033 0.4 0.1 -0.1 0.2959
C -0.804797 2.158916 -3.072838 0.2 -0.3 0.0 -0.7059
H 1.469818 -3.577763 -2.306025 0.0 0.2 -0.1 0.5592
C 1.630892 -4.278672 0.391114 0.3 0.3 0.8 -1.4096
H -1.453584 -4.415881 0.280380 0.1 0.0 -0.4 0.4114
C 0.935889 4.565381 0.645737 -0.2 -0.3 0.7 -0.5924
H 0.348794 4.639532 -0.275127 0.2 0.1 0.3 0.2558
C 2.830093 -1.434819 2.576993 -0.5 -0.4 -0.1 -1.0424
H -3.861321 2.455443 0.169028 0.1 -0.2 0.2 0.4011
H -1.674837 -3.559126 -1.273985 0.1 -0.2 0.2 0.3642
P 2.531392 -0.209487 1.238726 1.4 0.3 1.1 1.1167
Yb -0.182492 -0.292819 0.251920 -0.5 -0.3 2.0 0.5415
```
Forces are in eV/Å.

Results
- E_HOMO (alpha / beta) (eV) = -17.2 / -17.2
- multiplicity = 2
- Kohn-Sham gap (alpha / beta) (eV) = 7.5 / 6.1
- largest force on an atom (eV/Å) = 2.32
- DFT total energy (eV) = -83259.868
- net charge = +3
- LUMO (alpha / beta) (eV) = -9.75 / -11.16



Energy above the lowest of the compared OMol25 structures with the same formula, charge and spin
In order: 5.64; 85.69; 0.00
Unit: kcal/mol